Record 1
Density functional theory data (ωB97M-V with the def2-TZVPD basis set) for a 2-piece molecular cluster, C15H23N4O5P overall at a distorted geometry.

Its gap between HOMO and LUMO is 0.2368 Eh. As for the SMILES: O=[N+]([O-])c1cc([N+](=O)[O-])c2nonc2c1.CC(C)P(C(C)C)C(C)C. Its net charge is 0. The multiplicity is 1. The HOMO energy is -9.0 eV. The value obtained for the total energy is -41405.11266 eV.

Last column: Löwdin charge in e.
Positions of all 48 atoms, in Å:
H -2.64934 1.82261 -0.90522  0.08
H -2.82770 1.05144 -2.49915  0.06
O 2.83362 1.09534 1.57237  0.05
O 0.01123 -3.92151 3.35805  -0.05
H 1.47438 -2.10076 -2.40450  0.07
H -0.45670 1.45453 -3.01959  0.09
H 3.07139 -1.34825 -2.40383  0.08
N -0.47939 -3.06958 4.31437  0.17
C 0.91413 0.39976 2.68032  -0.11
C 0.82579 -0.77346 1.89007  0.06
H -1.74787 -0.34320 -3.54992  0.06
H -2.96495 -0.46563 -1.17107  0.05
H -2.16547 -1.37246 0.13397  0.06
C -0.43878 -0.55916 4.45503  -0.06
O -1.80663 -1.38439 6.18255  0.09
H -0.24279 -1.25214 -3.77836  0.07
H -0.35074 -2.05093 -1.38714  0.09
N 1.87917 1.42382 2.31820  -0.30
H 2.22594 -1.61571 -0.86481  0.07
P -0.02134 0.27277 -0.98047  1.09
C -0.33298 -1.83601 3.77273  -0.15
O -1.04930 0.66259 6.30663  0.05
H -2.55819 2.78345 -2.38319  0.07
C -0.13019 3.03822 -1.58051  -0.12
C 2.08875 -1.33190 -1.91817  -0.12
C 1.51131 0.08272 -2.03238  -0.56
C 2.57093 1.13638 -1.69144  -0.11
C -0.97539 -1.18646 -1.67883  -0.56
H 0.83613 3.23564 -2.04652  0.05
H 2.66439 1.28379 -0.60519  0.05
H -0.00436 3.10872 -0.49473  0.07
H 1.16245 0.26061 -3.06545  0.09
C -2.27917 1.81852 -1.93896  -0.13
C -0.75100 1.69851 -1.98763  -0.55
C 0.29486 -1.93117 2.50251  -0.21
C -1.17449 -1.20975 -3.19967  -0.11
O 1.75819 2.57069 2.79514  0.08
H -2.82587 -2.23882 -1.26445  0.08
H 3.53843 0.77670 -2.06496  0.08
C -2.31356 -1.31852 -0.95027  -0.13
H -1.74766 -2.11122 -3.46075  0.08
H -0.80080 3.84599 -1.88935  0.07
C 0.20396 0.54350 3.89395  0.11
H 2.39136 2.11069 -2.15865  0.06
H 1.29214 -0.87553 0.91035  0.06
H 0.21327 1.50717 4.39377  0.14
N 0.47203 -3.24482 2.17722  0.19
N -1.13922 -0.44275 5.71790  -0.31

Force components x, y, z for each atom (eV/Å):
0.029 0.005 -0.164
0.294 0.135 0.211
-2.190 0.341 1.514
-0.043 2.264 -1.396
0.111 0.261 0.176
-0.165 0.262 0.154
-0.096 -0.103 0.150
0.638 0.819 -2.057
-0.267 -2.580 -1.298
1.254 1.548 0.499
0.127 -0.231 0.066
0.071 -0.355 0.163
-0.068 0.047 -0.106
0.605 0.346 -1.356
1.517 1.348 -1.561
-0.140 0.057 0.250
-0.293 0.222 -0.118
1.819 1.934 -0.937
0.093 -0.046 -0.231
-0.473 0.334 -1.409
0.195 -1.193 1.901
0.050 -1.940 -1.326
-0.015 -0.181 0.088
-0.020 0.217 0.058
0.156 0.012 -0.078
-0.217 0.099 -0.165
0.373 -0.058 0.088
0.183 0.023 0.216
-0.155 -0.104 0.120
0.037 -0.018 -0.415
-0.014 0.046 -0.088
0.312 -0.226 0.281
-0.200 0.245 0.078
-0.037 -0.366 -0.126
-0.485 -1.917 0.333
-0.073 -0.220 -0.080
-0.146 -2.299 -0.725
0.051 0.211 0.072
-0.067 0.183 0.106
-0.129 -0.167 -0.010
0.083 0.201 -0.006
0.118 0.005 0.068
-0.745 -1.091 1.019
-0.020 -0.338 0.139
0.165 0.293 0.653
-0.049 -0.235 0.048
-0.856 1.107 2.518
-1.315 1.104 2.686

Record 2
Density functional theory data (ωB97M-V with the def2-TZVPD basis set) for C46H61MoNO5P3 as an isolated structure at a distorted geometry.

Its gap between HOMO and LUMO (alpha / beta) is 0.1732 / 0.1733 Eh. Its net charge is +3. The multiplicity is 1. The HOMO energy (alpha / beta) is -16.1 / -16.1 eV. The value obtained for the total energy is -90118.19308 eV.

Last column: Löwdin charge in e.
Positions of all 117 atoms, in Å:
C -1.87545 3.74708 -4.06574  -0.08
C 1.57065 4.46256 -2.44897  -0.31
C 3.35414 -0.04242 0.38122  0.03
C 0.02828 -4.71190 1.61862  -0.19
H -0.73009 0.73398 1.61926  0.08
C 0.17120 0.89599 4.98413  -0.17
H -2.72481 4.08997 -7.31287  0.13
H 2.55418 1.50001 3.27941  0.13
C -0.43971 1.41637 3.67407  -0.18
H 0.45469 5.10489 -0.73474  0.11
H -0.33529 1.37377 5.82176  0.12
H 0.89429 1.01046 -3.90990  0.07
P 0.44391 3.08810 -2.75211  0.82
H 0.10846 2.29076 3.32621  0.09
C 2.36437 2.15761 -0.02331  -0.03
C 6.12991 1.55991 -3.41338  -0.03
C -2.66004 4.00492 -5.17657  -0.04
O -1.04449 -1.72417 0.47783  -0.40
H 3.55843 -3.32595 1.94105  0.11
C 5.76642 2.56960 -2.53756  -0.04
Mo -1.49354 1.17719 -1.24910  1.87
H 3.85151 -0.93134 0.01410  0.15
C -4.92937 0.56179 -1.85413  -0.05
C -1.39915 -0.78726 3.01987  -0.33
C 2.13542 6.38526 -1.13198  -0.04
H 4.48505 3.15503 -0.93074  0.12
C -3.24411 -3.94881 0.78384  -0.21
H -3.43761 -3.28303 4.09854  0.12
H 6.31056 3.50090 -2.51365  0.12
C 2.37069 -5.01623 2.55129  -0.19
H 1.74323 3.22464 1.71137  0.13
H 0.18098 -4.52698 0.55272  0.13
H 1.93735 7.04394 -0.30284  0.12
H 1.03517 2.97137 -5.64124  0.11
C 2.97713 0.97724 -0.56686  -0.41
H -2.31124 -1.46410 -1.10079  0.08
C -1.29288 -1.09114 4.52095  -0.17
C -4.75826 -4.18479 0.78107  -0.18
H -3.21780 -0.58551 -0.08040  0.11
C 3.21243 6.63086 -1.96968  -0.03
H -2.92774 -3.44249 -0.13316  0.09
H 2.37158 -4.75511 3.61226  0.12
H 1.35389 -2.05647 1.18152  0.08
H 5.70647 -0.43099 -4.09628  0.12
H -2.09395 -0.56792 5.04773  0.13
C -2.11564 3.89008 -6.44690  -0.02
H 2.55551 -4.01019 0.66391  0.12
C 5.42982 0.36289 -3.41972  -0.03
H -3.68846 4.30446 -5.05255  0.12
H -3.58995 -2.27700 2.03343  0.11
H 0.07991 -3.58427 3.44330  0.13
C 1.30793 5.30395 -1.36919  -0.08
P 1.44599 0.17068 -1.73087  1.11
O 0.09672 0.46723 -0.97613  -0.67
O -0.45478 2.93193 -1.52624  -0.49
C 3.19577 0.15381 1.72813  -0.01
H 3.57567 -0.57516 2.42520  0.13
C 2.16929 2.30913 1.32878  0.00
C -5.27137 -4.52243 2.18752  -0.19
C 2.62087 1.33022 2.21381  0.03
H -4.62950 -1.54849 -1.71802  0.13
C 1.48895 -2.71899 2.04404  -0.22
C -4.02376 -0.66757 -1.96299  -0.18
H 0.08081 -0.90852 6.15911  0.13
H -5.77489 0.46313 -2.53963  0.15
H -0.96383 -5.14669 1.73784  0.09
O -4.62459 2.73898 -2.87738  0.22
H -0.36613 3.46063 -7.60202  0.12
H -4.54969 -5.34454 4.04112  0.12
P -1.23935 -2.25639 1.86495  0.85
C -0.55118 3.34410 -4.23300  -0.29
C -0.43393 0.32308 2.60548  -0.22
N -2.85522 -0.58911 -1.04489  -0.10
C 0.03316 -0.62340 5.10856  -0.18
C 1.06163 -5.70370 2.16793  -0.17
H 2.40412 1.72451 -3.36326  0.06
C 0.15030 -3.38678 2.37027  -0.33
H 3.20548 -5.70400 2.40631  0.12
C 4.71781 2.38603 -1.65221  -0.02
H -2.16743 -4.41295 3.63163  0.10
H -5.33234 0.65529 -0.83756  0.15
H 3.85340 -0.77250 -2.53592  0.10
H -6.07600 -5.25726 2.13431  0.12
C 4.01578 1.18369 -1.65346  -0.26
C -2.88367 -3.12006 2.02102  -0.35
C 3.45749 5.80191 -3.05387  -0.04
H -3.69451 -5.91258 2.62204  0.12
C 4.37640 0.17453 -2.54018  -0.08
H 0.86208 -1.12289 4.60390  0.10
H -2.73316 -4.91156 0.80739  0.11
H -2.27730 3.88571 -3.06569  0.10
C -3.09139 -3.94082 3.29991  -0.18
C 2.58035 -3.75620 1.72465  -0.19
H 1.22549 1.16542 5.05486  0.10
C 1.38010 1.50389 -3.05484  -0.34
C -0.78767 3.52324 -6.61188  -0.03
H -1.46897 1.73233 3.84330  0.12
C -4.20960 1.86282 -2.18901  -0.48
C 2.63725 4.71761 -3.30475  -0.07
H 0.57531 -0.07683 2.49918  0.08
H 2.12123 2.96938 -0.69834  0.09
H -2.41774 -0.43660 2.80611  0.12
H -3.65704 -0.77623 -2.99095  0.14
H 0.65871 -6.22243 3.03948  0.12
C -4.15133 -5.03212 3.07844  -0.18
O -2.99366 1.88216 -1.62172  -0.25
H -5.28001 -3.29811 0.40847  0.10
C 0.00012 3.24923 -5.50968  -0.07
H -5.71029 -3.63321 2.64879  0.12
H 1.80489 -2.11606 2.89756  0.09
H 2.81265 4.08303 -4.16068  0.11
H 1.24098 -6.46549 1.40612  0.12
H 3.85726 7.47339 -1.77912  0.13
H -1.42918 -2.15522 4.71248  0.10
H -4.98628 -5.00553 0.09680  0.12
H 4.28291 6.01056 -3.71251  0.12
H 6.96283 1.69524 -4.08379  0.12

Force components x, y, z for each atom (eV/Å):
-0.061 0.021 0.356
-0.411 -0.476 -0.073
0.028 -0.014 0.539
-0.069 -0.185 0.217
0.106 -0.075 0.052
-0.088 -0.095 0.022
-0.085 0.060 -0.116
-0.018 -0.025 0.064
0.121 -0.078 -0.179
-0.003 0.068 0.084
0.082 0.057 0.050
0.072 0.024 0.084
1.018 0.535 -1.505
-0.049 0.171 0.000
0.137 0.123 0.376
-0.030 0.012 -0.070
-0.038 0.003 -0.116
0.170 0.361 -0.870
0.111 0.013 -0.094
0.006 0.061 0.010
0.780 -1.252 1.842
-0.017 -0.044 -0.023
0.221 0.236 -0.090
0.053 -0.669 -0.728
-0.001 0.050 0.040
-0.030 0.124 0.028
-0.088 0.096 -0.110
0.113 0.017 0.070
0.115 0.067 -0.039
0.326 -0.102 -0.026
-0.082 0.056 0.011
-0.024 -0.051 -0.034
-0.044 0.090 0.122
0.147 -0.067 -0.102
-0.554 -0.139 -0.291
-0.031 0.366 0.404
0.028 -0.115 0.226
0.039 -0.211 -0.137
0.325 -0.262 -0.360
-0.038 -0.080 0.026
0.021 -0.099 -0.002
-0.001 0.037 0.028
0.049 0.065 0.052
0.049 -0.050 -0.054
-0.063 -0.099 0.008
-0.082 -0.017 0.160
0.049 -0.007 -0.073
-0.098 0.008 0.003
-0.096 0.037 0.043
0.033 0.067 0.033
-0.110 0.065 0.036
-0.158 -0.146 0.030
3.005 -0.258 -1.195
1.005 -1.191 0.935
-0.383 0.071 0.700
0.244 -0.322 -0.108
-0.009 -0.156 0.053
-0.169 0.261 -0.292
-0.271 0.023 0.133
0.093 0.072 -0.423
0.241 0.084 -0.116
0.218 -0.032 -0.142
-0.269 0.122 -0.163
0.094 -0.058 -0.035
0.108 0.080 0.136
0.033 0.050 -0.063
0.788 -0.309 0.630
0.057 -0.030 -0.114
0.027 -0.075 0.047
-0.506 -0.418 1.605
0.244 -0.045 0.576
-0.220 0.256 0.177
-0.068 -0.196 0.211
-0.090 0.024 0.090
-0.054 -0.156 -0.188
-0.028 -0.017 -0.006
-0.864 0.558 -0.213
-0.026 0.045 0.070
-0.033 -0.131 -0.046
0.126 0.038 0.066
0.013 -0.004 -0.068
0.009 -0.168 0.001
0.040 0.053 -0.022
0.403 0.153 0.025
0.765 0.353 -0.309
0.048 -0.010 -0.125
0.005 -0.056 0.045
-0.040 -0.104 0.114
0.063 -0.090 0.006
0.032 0.093 -0.062
-0.008 0.029 -0.205
-0.258 -0.149 0.160
-0.095 0.110 0.173
0.037 0.086 0.069
-0.549 0.445 0.306
0.183 -0.020 -0.004
-0.075 0.085 -0.017
-3.878 -0.398 -1.539
-0.095 -0.072 0.045
0.019 -0.034 -0.200
0.080 -0.032 0.123
0.012 -0.015 0.010
-0.031 -0.052 0.169
-0.074 0.004 -0.046
0.059 0.008 0.027
-2.189 2.728 -0.663
0.006 0.017 -0.074
0.002 -0.104 0.013
-0.008 0.012 0.038
-0.019 0.086 0.011
0.151 -0.049 -0.135
0.022 -0.008 0.067
0.078 0.116 -0.005
-0.086 -0.015 0.062
-0.004 0.102 -0.031
0.150 0.031 -0.126
0.106 0.044 -0.082

Record 3
Density functional theory data (ωB97M-V with the def2-TZVPD basis set) for a 2-piece molecular cluster, Br2HOP overall at a distorted geometry.

Its gap between HOMO and LUMO (alpha / beta) is 0.2808 / 0.2800 Eh. Its net charge is 0. The multiplicity is 1. The HOMO energy (alpha / beta) is -9.7 / -9.7 eV. The value obtained for the total energy is -151435.82691 eV.

Last column: Löwdin charge in e.
Positions of all 5 atoms, in Å:
O -0.23930 -1.67878 -0.62555  -0.40
Br 0.42502 0.43991 2.12887  0.19
P 1.04229 0.47021 0.05078  0.09
Br -0.09319 2.11718 -0.78695  0.18
H -1.13481 -1.34852 -0.76715  -0.08

Force components x, y, z for each atom (eV/Å):
1.605 2.498 0.784
-0.077 0.024 0.033
-1.229 -2.747 -0.774
-0.225 0.022 -0.062
-0.075 0.203 0.020

Record 4
Density functional theory data (ωB97M-V with the def2-TZVPD basis set) for one molecule with the formula C4H2F3INP at a distorted geometry.

Its gap between HOMO and LUMO is 0.2359 Eh. Its net charge is 0. The multiplicity is 1. The HOMO energy is -7.7 eV. The value obtained for the total energy is -31210.23045 eV.

Last column: Löwdin charge in e.
Positions of all 12 atoms, in Å:
C -1.25421 1.04155 -0.00439  -0.60
C 0.95998 -0.02321 -0.06563  -0.20
P -2.53878 -2.06185 -0.06856  0.85
F -2.57771 0.82561 -0.12684  0.08
C -0.46189 -0.25253 -0.03906  -0.28
F -1.09363 1.70957 1.15148  0.14
N -1.21896 -1.31014 -0.04687  -0.41
F -0.91790 1.89280 -0.98345  0.14
C 2.01737 -0.82959 0.12032  -0.63
H 1.17482 1.02394 -0.24924  0.09
H 1.92844 -1.88088 0.33697  0.03
I 3.98246 -0.13527 -0.02475  0.79

Force components x, y, z for each atom (eV/Å):
-0.511 -0.016 0.085
1.063 -0.201 0.089
-0.065 -0.602 0.011
-0.057 -0.020 -0.034
-0.882 -0.018 -0.043
0.212 0.028 0.152
0.903 0.848 0.041
0.224 0.040 -0.185
-0.643 0.216 -0.158
0.080 0.002 -0.017
0.042 -0.143 0.010
-0.367 -0.134 0.048

Record 5
Density functional theory data (ωB97M-V with the def2-TZVPD basis set) for one molecule with the formula C3H2O2 at a distorted geometry.

Its gap between HOMO and LUMO is 0.3775 Eh. As for the SMILES: O=C=CC=O. Its net charge is 0. The multiplicity is 1. The HOMO energy is -9.9 eV. The value obtained for the total energy is -7236.62168 eV.

Last column: Löwdin charge in e.
Positions of all 7 atoms, in Å:
C -0.64158 -0.78141 0.03753  -0.25
C -0.23815 0.66183 0.13189  -0.06
H -0.96669 1.47059 -0.16361  0.13
O 2.23809 0.63547 0.02203  0.23
O 0.26725 -1.64212 0.10723  -0.02
C 1.07976 0.70683 0.12939  -0.17
H -1.73868 -1.05119 -0.26446  0.14

Force components x, y, z for each atom (eV/Å):
1.824 -1.291 -0.707
-2.493 -0.467 -0.601
1.365 -0.805 0.701
-2.182 0.380 0.590
-2.854 1.466 0.064
2.637 0.210 -0.811
1.702 0.507 0.763

Among the records above, which one has the highest net charge? C46H61MoNO5P3

What is the net charge in the fifth record? 0

Look up the multiplicity of the first one. 1